Record 1
C9H21BClF5O6PS | the ωB97M-V functional and the def2-TZVPD basis

Results
- LUMO level: -5.01 eV
- Electronic energy: -68861.2841 eV
- Charge: +1
- HOMO-LUMO gap: 7.394 eV
- Spin multiplicity: 1

XYZ file:
```
45
Properties=species:S:1:pos:R:3:forces:R:3:lowdin_charge:R:1
C -0.67113 4.34808 -0.52128 -0.2503 -0.1736 -0.3714 -0.0565
O -1.32194 3.07691 -0.33563 -0.1590 0.2495 -0.0482 -0.1820
C -0.59801 1.96635 -0.69792 -0.0789 0.1377 0.3043 -0.3454
P -0.85275 1.58634 -2.49478 0.5364 0.5475 0.0709 0.7439
Cl -0.39631 3.11504 -3.69447 0.0055 -0.0957 0.2151 0.5194
B -2.73255 1.07376 -2.81105 -1.0762 -0.9611 -0.1500 -0.5954
C -3.28812 -0.11698 -2.00170 0.3227 1.1771 0.2968 0.0087
O -3.47428 1.77145 -3.66456 0.6423 0.0550 -0.2151 0.1905
S 0.45402 -0.05527 -3.12854 -0.5536 -1.4370 -1.5046 0.6159
O 0.33532 -0.01687 -4.55264 0.2620 0.6895 0.0466 -0.2761
O 0.05581 -1.25620 -2.47519 0.0627 0.3239 0.8116 -0.2536
C 2.22727 0.41890 -2.75193 0.4400 0.5430 -0.0338 -0.4609
F 2.98246 -0.30984 -3.57017 -0.5128 0.2017 0.4825 0.1731
F 2.32301 1.72493 -3.08304 -0.0574 -0.3788 -0.0666 0.0899
C 2.67068 0.26366 -1.25038 0.7902 -0.4565 -0.2626 -0.5569
F 2.67108 1.46149 -0.66341 0.0049 -0.2022 0.0181 0.1711
F 3.90206 -0.24932 -1.22622 -0.6577 0.3180 0.1751 0.2040
F 1.83656 -0.53593 -0.58997 0.1464 0.1416 0.0814 0.1654
H -1.19605 4.90067 -1.28885 -0.1695 0.1390 -0.1739 0.0827
H 0.35077 4.21041 -0.84756 0.3766 0.0106 0.1055 0.0847
H -0.72216 4.90739 0.39676 0.0592 0.0273 0.4030 0.0998
H -1.02987 1.10856 -0.18503 -0.1224 -0.3484 0.0034 0.1018
H 0.45386 2.01460 -0.42906 0.2433 0.0920 -0.1875 0.0972
H -4.35041 0.06692 -1.90831 -0.3973 -0.2292 -0.0837 0.0936
H -2.87975 -0.09675 -0.99653 0.0846 -0.5426 0.3038 0.0405
H -3.10138 -1.06279 -2.49246 0.1095 -0.3316 -0.0335 0.0961
H -2.98419 2.32505 -4.28287 -0.1748 0.4303 -0.1179 0.0973
C -1.63987 -2.07403 2.82450 -0.0473 -0.0478 -0.0829 -0.0764
C -1.71534 -0.68235 2.23227 -0.2649 -0.1475 0.1794 -0.3079
O -2.79317 -0.55522 1.29419 0.3769 0.1655 -0.1418 -0.1004
H -1.51665 -2.81832 2.03693 0.0411 0.0114 -0.0177 0.0820
H -0.80577 -2.15762 3.52069 0.0026 0.0062 0.0131 0.0614
H -2.56296 -2.31158 3.35728 0.0128 0.0364 0.0556 0.0807
H -0.79944 -0.45090 1.68345 -0.0232 0.0280 -0.0587 0.0930
H -1.83782 0.06308 3.02338 0.1133 0.0331 -0.0126 0.1163
H -3.60846 -0.75016 1.76335 -0.1168 -0.0274 0.0070 0.0890
C 3.86106 -2.79167 3.16922 -0.0397 0.0673 0.0643 -0.0880
C 2.42128 -3.15390 3.48008 0.0402 0.1583 -0.1748 -0.3119
O 1.65104 -2.00491 3.84213 -0.0070 -0.1557 0.1213 -0.0941
H 4.32344 -2.30499 4.02733 0.0110 -0.0338 0.0306 0.0788
H 4.44223 -3.67802 2.91412 -0.0019 -0.0003 -0.0223 0.0779
H 3.91152 -2.09389 2.32874 0.0077 -0.0510 -0.0526 0.0634
H 2.37226 -3.83391 4.32734 -0.0640 0.0180 0.0452 0.1148
H 1.95606 -3.64758 2.61979 0.0240 -0.0907 0.0410 0.1079
H 1.67661 -1.39455 3.10206 0.0587 0.1028 -0.0631 0.0648
```
Forces are in eV/Å.

---

Record 2
C9H21BN2O | the ωB97M-V functional and the def2-TZVPD basis

Results
- LUMO level: 0.69 eV
- Electronic energy: -15377.6236 eV
- Charge: 0
- HOMO-LUMO gap: 9.164 eV
- SMILES: CC(C)NB1NC(C)(C)C(C)(C)O1
- Spin multiplicity: 1

XYZ file:
```
34
Properties=species:S:1:pos:R:3:forces:R:3:lowdin_charge:R:1
C -1.76846 3.22522 -2.21852 -2.0493 0.1964 2.1883 -0.0634
C -1.49857 1.70082 -2.07715 -4.1805 1.6804 2.6648 -0.3662
C -2.80861 1.05961 -2.65753 1.3003 -2.9307 1.8029 -0.0542
N -1.32631 1.40318 -0.65975 0.1971 -0.9092 1.4495 0.1244
B -0.44702 0.52036 -0.01563 0.0247 -1.6231 2.9980 -0.4376
N -0.37933 0.14655 1.74041 -0.2802 1.0052 -3.7954 0.1167
C 0.87788 -0.57183 1.65746 2.3743 0.7308 3.3825 -0.5856
C 2.03336 0.46553 1.79692 2.6298 -1.4696 -1.5402 -0.0479
C 1.10490 -1.45970 2.92898 0.9871 -2.8644 -3.1308 -0.0366
C 0.93590 -1.32280 0.34254 0.7421 -1.2607 -0.4661 -0.4626
C 2.31665 -1.73848 -0.27262 -0.1852 2.3153 2.8939 0.0112
C 0.08196 -2.59008 0.43873 -1.0391 2.0947 0.4513 -0.0068
O 0.33422 -0.45697 -0.58017 -0.7487 1.6843 -0.9606 0.1155
H -1.33724 3.47035 -3.12602 0.5247 1.2771 -1.9239 0.0373
H -2.92025 3.40269 -2.21455 2.0300 -0.2473 -0.4023 0.0970
H -1.44660 3.92413 -1.38946 0.3561 -1.1645 -0.8933 0.0912
H -0.59479 1.38740 -2.43788 1.9744 -0.7163 -1.9908 0.1076
H -2.85846 -0.05174 -2.37257 0.0237 1.4491 0.0937 0.1029
H -2.75259 0.94505 -3.69094 -0.0142 0.5098 -2.0462 0.0438
H -3.74823 1.52877 -2.36496 0.3671 0.1372 0.1199 0.0708
H -2.12093 1.43715 -0.04305 -0.5547 0.8315 -0.1587 0.1292
H -0.13710 0.92005 2.37525 -0.8356 -0.0424 -0.6873 0.0838
H 2.27439 0.84705 2.82056 -0.3876 -0.6080 -0.7976 0.0966
H 1.87472 1.28936 1.14569 -0.4739 1.1117 -0.4669 0.0566
H 2.99485 0.00733 1.26790 -1.5836 0.8911 1.8242 0.1056
H 2.22945 -1.87494 2.87689 -2.6829 0.4452 0.2797 0.1358
H 0.28908 -2.22703 2.95797 1.1343 -0.0304 -0.2249 0.0840
H 0.95722 -1.00900 3.83923 0.0277 1.9205 1.9299 0.0313
H 2.28689 -2.08631 -1.21193 -1.0608 -1.5968 -3.4403 0.0472
H 2.81634 -2.42914 0.31058 0.4682 -2.1379 1.4748 0.0641
H 3.15322 -1.05960 -0.35436 -0.4033 1.4302 0.1364 0.0759
H -0.03949 -3.01856 -0.47354 -0.2014 -0.8018 -3.3707 0.0530
H -0.96344 -2.43241 0.74907 0.6285 0.1627 0.6264 0.1160
H 0.58639 -3.35200 0.91248 0.8911 -1.4702 1.9800 0.0636
```
Forces are in eV/Å.

---

Record 3
C9H21Br2N2O | the ωB97M-V functional and the def2-TZVPD basis

Results
- LUMO level: -2.85 eV
- Energy above the lowest of the compared OMol25 structures with the same formula, charge and spin: 35.3 kcal per mole
- Electronic energy: -154778.5454 eV
- Charge: +1
- HOMO-LUMO gap: 8.922 eV
- Spin multiplicity: 1

XYZ file:
```
35
Properties=species:S:1:pos:R:3:forces:R:3:lowdin_charge:R:1
C 5.23224 0.86090 1.35960 -0.2751 -0.0213 0.2767 -0.0919
N 4.74277 2.24776 1.52939 0.5145 0.0196 -0.6690 -0.0883
C 3.95434 2.77867 0.47745 0.1671 -0.1193 0.0658 -0.1616
N 2.48440 2.87838 0.96201 -0.1934 0.1659 -0.1336 0.0126
C 1.57513 1.88462 0.39988 0.0399 -0.1102 0.0718 -0.7733
Br 0.91981 2.41137 -1.26434 -0.0345 -0.0211 -0.2382 0.8978
C 1.26361 0.75119 1.01703 -0.0985 0.1093 -0.0262 -0.7162
C 0.37181 -0.31579 0.48467 0.2365 -0.0232 -0.2062 -0.1209
Br 1.92412 0.46111 2.75544 0.0338 -0.0690 0.2278 0.8977
H 4.68673 0.35930 0.56053 0.0305 0.0252 -0.0503 0.0822
H 5.06388 0.29256 2.27229 0.0423 0.0162 0.0145 0.0617
H 6.29544 0.84764 1.13278 0.0206 -0.0346 -0.0891 0.0883
H 5.54084 2.85437 1.65289 -0.0947 0.0682 0.3593 0.1194
H 4.25132 3.79010 0.21032 -0.0656 0.0561 0.1010 0.1418
H 3.92111 2.17738 -0.43167 -0.0836 -0.0687 0.0388 0.1280
H 2.50517 2.78542 1.98553 0.1291 -0.0260 0.0236 0.1108
H 2.13252 3.80543 0.72050 -0.1212 0.0348 0.1181 0.1495
H -0.64258 -0.18901 0.86277 -0.0631 -0.0896 -0.0260 0.1016
H 0.74976 -1.28913 0.79037 -0.1090 -0.0226 0.0863 0.0854
H 0.36412 -0.29120 -0.60412 -0.1657 0.0563 0.0267 0.0638
C -5.25921 -2.39142 -0.02387 0.0684 -0.0550 -0.0356 -0.0749
C -4.26661 -1.24669 -0.11312 -0.0934 0.0270 0.0357 -0.2792
O -2.91933 -1.66114 -0.29421 0.1384 0.0951 0.0421 -0.1829
C -2.66119 -2.41121 -1.47012 0.0294 -0.0522 -0.0612 -0.2823
C -2.95982 -1.66617 -2.75967 -0.0408 0.0508 0.0538 -0.0758
H -4.96051 -3.09711 0.75181 -0.0119 0.0059 0.0190 0.0841
H -6.24789 -2.00403 0.22124 -0.0045 0.0136 0.0152 0.0807
H -5.34420 -2.93710 -0.96409 -0.0275 0.0255 -0.0115 0.0692
H -4.26258 -0.68909 0.82362 0.0156 0.0001 0.0075 0.1165
H -4.56054 -0.54484 -0.90128 0.0083 -0.0233 -0.0213 0.1084
H -3.20120 -3.36300 -1.44501 -0.0212 0.0130 -0.0013 0.1105
H -1.59802 -2.65221 -1.42107 0.0029 -0.0077 0.0151 0.1119
H -4.02435 -1.46535 -2.88069 -0.0062 -0.0291 -0.0135 0.0701
H -2.63857 -2.26110 -3.61462 0.0177 -0.0074 -0.0023 0.0801
H -2.43259 -0.71060 -2.78225 0.0150 -0.0024 -0.0136 0.0753
```
Forces are in eV/Å.